No. 1
16
Properties=species:S:1:pos:R:3 method="wB97M-V/def2-TZVPD" lumo_ev=1.06 gap_ev=9.7549 e_homo_ev=-8.695 e_tot_ev=-7854.2730 smiles=C#C[C@H]1CCN1C
C -0.904 0.687 2.254
C -0.473 0.935 1.123
C -0.195 0.939 -0.262
C 1.298 1.035 -0.507
C 1.212 -0.529 -0.552
N -0.194 -0.403 -0.817
C -1.193 -1.350 -0.433
H -0.895 0.802 3.329
H -0.973 1.568 -0.743
H 1.545 1.454 -1.451
H 2.015 1.509 0.205
H 1.797 -1.070 -1.366
H 1.498 -1.051 0.388
H -1.325 -2.093 -1.241
H -1.069 -1.729 0.600
H -2.143 -0.706 -0.527


No. 2
11
Properties=species:S:1:pos:R:3 method="wB97M-V/def2-TZVPD" lumo_ev=0.97 gap_ev=10.4626 e_homo_ev=-9.496 e_tot_ev=-7764.3417 smiles=Cc1ccno1
C -1.679 0.076 0.182
C -0.229 -0.167 -0.010
C 0.744 0.731 -0.294
C 1.940 -0.016 -0.051
N 1.675 -1.255 0.255
O 0.290 -1.364 0.254
H -1.867 -0.040 1.255
H -1.937 1.109 -0.078
H -2.305 -0.623 -0.371
H 0.417 1.294 -1.146
H 2.977 0.299 0.034


No. 3
7
Properties=species:S:1:pos:R:3 method="wB97M-V/def2-TZVPD" lumo_ev=-1.00 gap_ev=8.6884 e_homo_ev=-9.686 e_tot_ev=-50836.3049 smiles="S=C(Cl)Cl.O=C=S"
S 2.500 -0.963 0.624
C 1.693 0.215 -0.081
Cl 1.058 1.570 0.676
Cl 1.207 0.145 -1.720
O -3.072 0.445 -0.275
C -2.320 -0.294 0.185
S -1.067 -1.118 0.590


No. 4
13
Properties=species:S:1:pos:R:3 method="wB97M-V/def2-TZVPD" lumo_ev=-0.59 gap_ev=8.5108 e_homo_ev=-9.106 e_tot_ev=-29331.3630
H 0.830 -1.158 1.641
N 0.872 -2.069 1.065
C 0.714 -2.064 -0.215
N 0.426 -0.908 -0.999
C 0.504 0.413 -0.723
S 0.656 1.534 -1.869
N 0.584 0.739 0.652
C -0.511 0.652 1.496
S -1.948 -0.001 1.210
H 0.791 -3.107 -0.880
H 0.606 -1.113 -1.984
H 1.244 1.526 0.869
H -0.208 0.987 2.519


No. 5
25
Properties=species:S:1:pos:R:3 method="wB97M-V/def2-TZVPD" multiplicity=2 lumo_ev="0.82 / 0.79" gap_ev="4.6805 / 9.1548" e_homo_ev="-3.860 / -8.362" s_squared=0.753 e_tot_ev=-13897.1460
C 2.110 0.013 -1.585
C 0.806 2.025 -1.002
N 1.356 1.191 -1.930
N -0.198 2.925 -1.379
N 0.921 1.663 0.351
H 1.292 1.368 -2.906
H -0.676 2.860 -2.266
H -0.393 3.651 -0.728
H 0.753 0.716 0.667
H 1.007 2.373 1.054
H 3.126 0.235 -1.223
H 2.316 -0.696 -2.389
H 1.566 -0.546 -0.826
C -1.115 0.022 2.363
C -0.268 -2.455 -0.128
C -0.993 -1.131 1.399
C -1.965 -2.075 1.197
N 0.112 -1.468 0.636
N -1.559 -2.847 0.160
H 0.285 -2.972 -0.890
H -2.036 -3.612 -0.282
H -2.944 -1.989 1.641
H -0.145 0.162 2.841
H -1.730 -0.334 3.193
H -1.628 0.919 2.032


No. 6
16
Properties=species:S:1:pos:R:3 method="wB97M-V/def2-TZVPD" lumo_ev=-3.33 gap_ev=11.3620 e_homo_ev=-14.696 e_tot_ev=-9310.3127 smiles=C1C[NH+]([C@@H]2NO2)C1 charge=+1
C -1.256 -0.060 0.596
C -0.460 0.901 -0.308
N 0.513 -0.205 -0.541
C 1.739 -0.148 0.417
N 2.846 0.739 0.254
O 2.836 -0.622 -0.098
C -0.425 -1.263 -0.049
H -1.152 -0.158 1.675
H -2.373 0.112 0.379
H -0.941 1.169 -1.290
H 0.023 1.770 0.166
H 0.927 -0.238 -1.494
H 1.338 -0.351 1.378
H 3.006 1.264 -0.616
H 0.165 -1.779 0.692
H -0.876 -1.870 -0.869


No. 7
145
Properties=species:S:1:pos:R:3 method="wB97M-V/def2-TZVPD" multiplicity=2 lumo_ev="-7.05 / -7.05" gap_ev="4.2781 / 4.2806" e_homo_ev="-11.325 / -11.327" s_squared=0.756 e_tot_ev=-75906.3362 charge=+2
C 2.496 4.270 -2.734
N 1.522 3.374 -3.443
C 1.744 3.041 -4.699
C 0.952 2.079 -5.324
C -0.007 1.393 -4.638
C -0.230 1.762 -3.302
C 0.577 2.767 -2.750
C -0.679 0.263 -5.288
C -1.404 0.440 -6.503
C -2.168 -0.611 -6.968
N -2.275 -1.766 -6.263
C -1.656 -1.931 -5.098
C -0.816 -0.943 -4.580
C -3.035 -2.898 -6.762
H 3.140 3.648 -2.113
H 1.990 5.017 -2.124
H 3.067 4.818 -3.484
H 2.640 3.460 -5.133
H 1.100 1.760 -6.345
H -0.892 1.220 -2.643
H 0.490 3.149 -1.743
H -1.464 1.443 -6.899
H -2.781 -0.554 -7.856
H -1.787 -2.895 -4.629
H -0.289 -1.098 -3.650
H -3.711 -2.607 -7.566
H -3.477 -3.422 -5.914
H -2.315 -3.632 -7.125
C -6.968 3.859 0.263
C -6.113 2.816 0.996
C -6.363 1.431 0.443
N -5.704 0.352 1.251
C -4.209 0.638 1.430
C -5.893 -1.022 0.543
C -5.851 -2.081 1.632
C -5.991 -1.388 3.004
C -6.323 0.040 2.593
H -7.071 3.924 -0.820
H -6.647 4.854 0.571
H -7.983 3.755 0.646
H -6.326 2.759 2.064
H -5.069 3.115 0.900
H -6.041 1.284 -0.588
H -7.425 1.215 0.334
H -3.828 0.986 0.470
H -3.646 -0.221 1.794
H -4.160 1.428 2.180
H -5.134 -1.224 -0.212
H -6.912 -1.103 0.165
H -4.911 -2.632 1.600
H -6.593 -2.876 1.553
H -5.094 -1.467 3.619
H -6.867 -1.759 3.536
H -6.087 0.845 3.290
H -7.401 0.043 2.439
F -0.155 0.869 0.261
C 8.078 -1.119 1.540
C 7.271 -2.181 2.345
C 6.133 -1.418 3.119
C 5.003 -1.033 2.213
C 4.499 -2.233 1.395
C 5.517 -3.042 0.645
N 6.749 -3.295 1.526
O 7.775 -4.151 0.866
C 4.831 -4.381 0.286
C 5.842 -2.322 -0.694
C 8.162 -2.758 3.425
H 9.136 -1.376 1.582
H 7.892 -0.082 1.817
H 7.874 -1.195 0.471
H 5.653 -2.169 3.748
H 6.507 -0.588 3.718
H 5.339 -0.288 1.492
H 4.253 -0.536 2.828
H 3.804 -1.715 0.734
H 3.775 -2.810 1.971
H 4.946 -5.093 1.104
H 3.756 -4.251 0.159
H 5.305 -4.840 -0.582
H 6.758 -2.651 -1.187
H 5.145 -2.573 -1.493
H 5.879 -1.249 -0.511
H 8.970 -3.345 2.990
H 7.681 -3.370 4.188
H 8.633 -1.983 4.029
N -1.934 -1.534 -0.018
C -2.505 -1.904 -1.216
C -2.988 -3.184 -1.060
C -2.764 -3.620 0.245
C -2.153 -2.559 0.849
H -1.523 -0.633 0.180
H -2.526 -1.279 -2.096
H -3.416 -3.790 -1.845
H -2.937 -4.571 0.727
H -1.838 -2.517 1.881
N 2.009 2.808 0.636
C 3.220 2.398 1.083
C 3.919 3.564 1.338
C 3.140 4.663 1.013
C 1.950 4.160 0.614
H 1.266 2.147 0.462
H 3.403 1.360 1.321
H 4.921 3.505 1.736
H 3.384 5.714 1.051
H 1.077 4.708 0.290
N 1.698 -1.010 -1.327
C 2.551 -0.532 -2.321
C 3.001 -1.633 -3.011
C 2.549 -2.791 -2.405
C 1.666 -2.365 -1.422
H 1.235 -0.433 -0.639
H 2.746 0.530 -2.306
H 3.770 -1.627 -3.769
H 2.831 -3.820 -2.570
H 1.052 -2.910 -0.719
N -2.091 2.690 -0.306
C -2.168 3.915 0.330
C -3.221 4.663 -0.247
C -3.568 3.915 -1.419
C -2.843 2.727 -1.413
H -1.465 1.936 -0.062
H -1.735 4.156 1.289
H -3.665 5.602 0.053
H -4.326 4.154 -2.150
H -2.870 1.865 -2.063
N 0.885 -0.895 2.526
C 1.305 -0.256 3.709
C 1.789 -1.285 4.563
C 1.747 -2.469 3.818
C 1.141 -2.228 2.605
H 0.503 -0.412 1.725
H 1.250 0.818 3.804
H 2.179 -1.092 5.551
H 2.146 -3.440 4.071
H 0.943 -2.939 1.817
N -1.454 1.329 3.375
C -2.221 2.461 3.652
C -3.222 2.071 4.560
C -3.108 0.688 4.862
C -1.954 0.296 4.142
H -0.650 1.285 2.765
H -2.110 3.410 3.148
H -3.917 2.793 4.965
H -3.759 0.122 5.511
H -1.477 -0.664 4.012


No. 8
7
Properties=species:S:1:pos:R:3 method="wB97M-V/def2-TZVPD" lumo_ev="-0.64 / -0.91" gap_ev="7.4180 / 7.0960" e_homo_ev="-8.055 / -8.004" e_tot_ev=-24241.2279
C -1.914 0.591 -0.296
N 1.814 0.413 0.087
S -1.520 -0.822 0.278
S 1.094 -0.970 -0.213
H -3.047 0.711 -0.420
H 2.286 0.690 -0.803
H 1.059 -1.561 0.977


No. 9
57
Properties=species:S:1:pos:R:3 method="wB97M-V/def2-TZVPD" lumo_ev="-5.23 / -5.79" gap_ev="4.9182 / 4.3427" e_homo_ev="-10.153 / -10.134" e_tot_ev=-318165.5662 charge=+1
Bi 0.647 -0.141 1.153
I 1.383 -1.657 4.025
C 3.261 -0.777 3.476
C 4.115 -0.531 4.516
C 5.424 -0.101 4.268
C 5.871 -0.034 2.981
C 5.018 -0.328 1.898
C 5.526 -0.363 0.583
C 4.731 -0.722 -0.466
C 3.356 -0.881 -0.254
C 2.791 -0.782 0.989
C 3.636 -0.624 2.123
H 3.792 -0.683 5.534
H 6.068 0.123 5.101
H 6.893 0.228 2.766
H 6.567 -0.124 0.440
H 5.126 -0.818 -1.465
H 2.720 -1.083 -1.106
C -1.614 -4.236 -0.538
Sb -1.210 -2.369 0.518
C -1.826 -3.026 2.478
C -2.991 -1.145 0.135
C -2.990 -0.450 -1.186
C -2.923 -1.257 -2.321
C -2.944 -0.733 -3.597
C -3.046 0.642 -3.763
C -3.114 1.455 -2.654
C -3.100 0.944 -1.350
C -3.257 1.910 -0.251
Sb -1.416 3.070 0.266
C -1.133 4.226 -1.527
C -2.433 4.626 1.383
H -2.689 -4.393 -0.523
H -1.115 -5.034 0.001
H -1.241 -4.198 -1.559
H -2.784 -3.531 2.382
H -1.932 -2.189 3.165
H -1.096 -3.720 2.882
H -3.067 -0.461 0.979
H -3.826 -1.846 0.193
H -2.850 -2.328 -2.190
H -2.877 -1.387 -4.453
H -3.087 1.069 -4.754
H -3.208 2.522 -2.785
H -3.600 1.470 0.682
H -3.936 2.708 -0.540
H -2.070 4.704 -1.791
H -0.787 3.589 -2.334
H -0.390 4.991 -1.328
H -3.153 5.105 0.731
H -1.718 5.362 1.729
H -2.945 4.197 2.235
Se 3.560 -0.066 -3.888
Sb 1.152 -0.314 -3.491
Se 0.303 -2.570 -3.159
Se -0.047 1.003 -5.195
Se 0.478 0.953 -1.142


No. 10
67
Properties=species:S:1:pos:R:3 method="wB97M-V/def2-TZVPD" lumo_ev="-4.52 / -4.53" gap_ev="5.3569 / 5.3446" e_homo_ev="-9.878 / -9.871" e_tot_ev=-45495.8469 charge=+1
Ir -0.274 0.381 -0.143
C 2.319 2.428 4.403
C 1.922 1.145 4.757
C 1.064 0.426 3.942
C 0.588 0.989 2.752
C 1.033 2.261 2.377
C 1.879 2.979 3.207
N -0.279 0.293 1.873
C -1.214 -0.624 2.302
C -1.778 -0.678 3.590
C -2.726 -1.627 3.879
C -3.154 -2.558 2.910
C -2.670 -2.492 1.634
C -1.723 -1.514 1.324
N -1.243 -1.272 0.036
N -1.700 -1.883 -0.975
C -1.316 -1.257 -2.164
C -1.710 -1.790 -3.378
C -1.356 -1.140 -4.545
C -0.628 0.039 -4.477
C -0.271 0.526 -3.239
N -0.596 -0.111 -2.104
H 2.985 2.990 5.049
H 2.295 0.694 5.670
H 0.801 -0.594 4.192
H 0.669 2.690 1.451
H 2.191 3.975 2.921
H -1.497 0.059 4.328
H -3.165 -1.647 4.869
H -3.893 -3.308 3.163
H -3.018 -3.162 0.857
H -2.298 -2.700 -3.368
H -1.649 -1.546 -5.505
H -0.347 0.582 -5.369
H 0.276 1.450 -3.124
C 2.246 -2.070 -0.189
C 2.827 -0.779 -0.693
O 2.105 0.336 -0.095
H 2.846 -2.908 -0.547
H 1.223 -2.202 -0.544
H 2.241 -2.084 0.904
H 2.757 -0.723 -1.778
H 3.870 -0.698 -0.406
H 2.506 1.165 -0.387
C -4.652 7.505 0.305
C -3.953 6.174 0.164
C -3.570 5.696 -1.078
C -2.868 4.504 -1.218
C -2.485 3.993 -2.591
C -2.562 3.776 -0.071
C -2.963 4.212 1.195
C -2.650 3.417 2.446
C -3.650 5.416 1.286
C -1.796 2.502 -0.186
O -2.343 1.382 0.057
O -0.553 2.531 -0.501
H -5.078 7.836 -0.641
H -3.942 8.267 0.634
H -5.445 7.460 1.052
H -3.823 6.265 -1.969
H -2.664 4.750 -3.354
H -3.073 3.108 -2.849
H -1.431 3.712 -2.623
H -2.931 2.368 2.327
H -3.188 3.823 3.303
H -1.577 3.450 2.673
H -3.965 5.771 2.266


No. 11
12
Properties=species:S:1:pos:R:3 method="wB97M-V/def2-TZVPD" lumo_ev=0.91 gap_ev=10.5436 e_homo_ev=-9.635 e_tot_ev=-6762.5325 smiles="CNC(C)=O"
C -1.842 -0.328 -0.324
N -0.585 -0.012 0.317
C 0.593 -0.082 -0.366
C 1.822 0.356 0.409
O 0.658 -0.468 -1.522
H -1.646 -1.075 -1.094
H -2.294 0.548 -0.805
H -2.544 -0.735 0.409
H -0.595 0.395 1.239
H 2.180 1.305 -0.002
H 2.610 -0.385 0.259
H 1.642 0.480 1.481


No. 12
30
Properties=species:S:1:pos:R:3 method="wB97M-V/def2-TZVPD" lumo_ev=-10.51 gap_ev=1.6944 e_homo_ev=-12.205 e_tot_ev=-57433.6947 charge=+1
C -0.058 1.694 -1.239
C 0.874 1.102 -2.349
C 2.246 0.710 -1.620
O 2.793 -0.488 -2.153
C 2.413 -1.641 -1.434
O 1.128 -1.532 -0.795
P 1.293 -1.801 0.850
O 2.075 -0.694 1.500
O 2.118 -3.228 1.150
O -0.241 -2.028 1.446
B -0.961 -0.813 1.649
C -2.369 -0.574 0.886
O -0.537 0.210 2.539
H -0.306 0.878 -0.516
H 0.448 2.497 -0.656
H -1.038 2.037 -1.651
H 1.071 1.846 -3.146
H 0.479 0.145 -2.763
H 2.168 0.733 -0.512
H 2.965 1.522 -1.897
H 2.324 -2.464 -2.183
H 3.209 -1.881 -0.688
H 1.432 -3.867 1.408
H -2.856 -1.563 0.743
H -2.996 0.122 1.495
H -2.211 -0.101 -0.112
H -0.631 1.018 2.017
O -6.263 2.866 3.780
V -4.939 2.649 2.692
O -3.631 2.647 1.559


No. 13
14
Properties=species:S:1:pos:R:3 method="wB97M-V/def2-TZVPD" lumo_ev=0.30 gap_ev=8.7715 e_homo_ev=-8.471 e_tot_ev=-7356.4509
C -0.482 -1.439 0.220
C -0.078 -0.178 0.993
C 0.864 0.807 0.435
C 0.194 1.296 -0.812
O -0.992 0.532 -1.090
C -1.284 -0.215 0.049
H 0.141 -1.748 -0.614
H -0.878 -2.243 0.834
H -0.188 -0.236 2.072
H 2.137 -0.358 -0.380
H 2.155 0.257 0.164
H 0.830 1.325 -1.701
H -0.118 2.328 -0.588
H -2.302 -0.126 0.418


No. 14
12
Properties=species:S:1:pos:R:3 method="wB97M-V/def2-TZVPD" lumo_ev=-5.15 gap_ev=12.0032 e_homo_ev=-17.157 e_tot_ev=-4256.7812 charge=+1
O 0.939 0.093 -1.965
H 0.657 0.923 -2.326
H -0.139 -0.027 -0.425
H 1.356 -0.380 -2.666
C 0.175 -0.249 0.863
C -1.213 0.076 1.446
H 0.942 -0.156 1.674
H 0.177 -1.390 0.706
H 0.655 0.702 0.282
H -1.708 -0.830 1.765
H -1.899 0.580 0.682
H -1.330 0.867 2.170


No. 15
63
Properties=species:S:1:pos:R:3 method="wB97M-V/def2-TZVPD" lumo_ev=2.55 gap_ev=9.3311 e_homo_ev=-6.777 e_tot_ev=-67429.1909 charge=-1
Cl 0.039 0.359 -0.544
O -1.313 0.211 -1.030
O 0.016 0.263 0.906
O 0.893 -0.672 -1.066
O 0.550 1.656 -0.921
C -1.744 -2.630 2.026
C -1.378 -2.924 0.573
O -2.648 -3.156 -0.048
C -3.636 -2.696 0.740
O -4.778 -2.597 0.428
O -3.169 -2.419 1.981
H -1.257 -1.712 2.352
H -1.554 -3.398 2.773
H -0.813 -3.849 0.499
H -0.878 -2.073 0.135
C 3.639 1.672 0.730
O 4.996 1.227 0.583
C 5.218 0.123 -0.113
O 4.408 -0.615 -0.590
O 6.556 -0.059 -0.168
C 6.961 -1.095 -1.032
H 2.888 0.999 0.328
H 3.545 2.672 0.321
H 3.447 1.702 1.805
H 6.683 -0.855 -2.063
H 6.579 -2.070 -0.744
H 8.051 -1.126 -1.019
C -0.029 4.300 -2.971
O 1.002 4.998 -2.296
C 0.781 5.179 -0.995
O -0.146 4.779 -0.356
O 1.798 5.919 -0.515
C 1.677 6.264 0.860
H -0.156 3.276 -2.624
H 0.174 4.266 -4.041
H -0.969 4.854 -2.892
H 1.303 5.436 1.455
H 1.006 7.122 0.961
H 2.654 6.577 1.221
C 0.711 0.964 3.664
O 0.122 -0.255 4.098
C 0.906 -1.151 4.698
O 1.845 -0.928 5.412
O 0.437 -2.358 4.415
C 1.163 -3.469 4.946
H 0.941 1.600 4.519
H -0.001 1.431 2.992
H 1.603 0.785 3.064
H 1.030 -3.507 6.028
H 2.220 -3.362 4.723
H 0.683 -4.324 4.484
C -7.450 -2.483 -4.354
O -6.404 -1.673 -3.835
C -5.164 -2.177 -3.904
O -4.863 -3.238 -4.389
O -4.334 -1.293 -3.377
C -2.950 -1.574 -3.561
H -8.093 -2.832 -3.549
H -7.030 -3.337 -4.884
H -8.014 -1.871 -5.057
H -2.704 -1.717 -4.613
H -2.645 -2.433 -2.966
H -2.404 -0.705 -3.202